Record 1
28
Properties=species:S:1:pos:R:3:forces:R:3 method="wB97M-V/def2-TZVPD" e_lumo_ev=-2.9 spin_multiplicity=1 relative_energy_ev=0.6343 total_charge=+1
C 2.0126 2.1977 -2.3480 0.12 -1.52 1.10
C -2.6890 -1.6455 0.9206 -0.73 0.37 -1.68
C -1.5298 -1.6181 0.3342 0.37 0.72 0.39
C 0.5849 1.7725 -0.6304 -0.44 2.22 0.01
C 0.5876 -2.9017 0.1318 -4.12 2.84 -0.09
C 0.5273 4.0637 -1.6517 -2.14 -0.88 1.64
C -0.2876 -1.9907 1.0540 1.70 -0.82 -1.29
N 2.0413 0.8723 -1.8798 -0.22 -0.10 0.96
N 1.2115 0.6711 -0.7787 -0.39 -0.34 -0.81
N 1.0714 2.7527 -1.4456 -0.03 0.12 -0.89
N 0.5684 -0.7204 1.4488 -2.51 -0.24 -0.17
S 2.9155 2.9210 -3.4928 -0.33 -0.16 0.04
S -0.7484 2.1314 0.4803 0.24 -0.31 0.10
H -3.5533 -1.3570 0.3485 -0.42 -0.09 0.32
H -2.7161 -2.0727 1.8372 -0.87 -0.85 3.06
H -1.6401 -1.3123 -0.6672 1.25 0.47 -1.38
H 1.4968 -3.0700 0.4919 4.08 -0.46 1.41
H 0.0394 -3.7991 0.2510 -0.43 -1.18 -1.18
H 0.5519 -2.3303 -0.7856 0.39 -0.96 -0.81
H 0.5476 4.7984 -0.9045 0.84 0.29 2.25
H 0.9937 4.5566 -2.3772 2.24 1.35 -3.50
H -0.5187 4.1259 -1.8849 -0.74 -0.90 -0.65
H -0.5457 -2.7035 1.8426 0.16 1.33 1.03
H 2.4144 -0.0300 -2.1780 0.45 1.24 -0.65
H 0.8261 -0.1157 0.6104 0.77 -1.42 -0.33
H 1.3456 -0.9453 2.0354 0.74 -0.17 0.32
H -0.0293 -0.0461 1.9235 -0.20 -0.30 0.76
H -1.2208 3.2149 -0.1648 0.21 -0.25 0.04



Record 2
59
Properties=species:S:1:pos:R:3:forces:R:3 method="wB97M-V/def2-TZVPD" e_lumo_ev=0.7 spin_multiplicity=1 relative_energy_ev=1.9486 total_charge=0
C -3.5528 4.8109 -2.5647 -0.11 -0.19 0.35
C -4.3801 4.4979 -1.3212 -0.12 0.31 -0.38
O -3.6995 3.6522 -0.4217 0.13 -0.31 0.18
C -3.5166 2.3372 -0.7278 0.11 -0.21 0.08
C -4.1779 1.6536 -1.7414 -0.12 0.34 -0.02
C -3.9498 0.3009 -1.9363 0.07 -0.12 0.01
C -3.0673 -0.3853 -1.1257 -0.03 -0.15 -0.11
C -2.4035 0.2908 -0.1130 -0.12 0.09 0.01
C -2.6137 1.6430 0.0939 -0.06 0.15 0.10
C -1.8559 2.3975 1.1535 -0.06 0.03 -0.14
N -0.8424 3.2319 0.5187 -0.06 0.02 -0.08
C -0.3643 4.3379 1.3196 0.05 0.07 0.24
C 0.6128 3.9244 2.4278 0.05 0.14 -0.27
C 1.7854 3.1571 1.8198 -0.24 -0.24 0.13
C 1.2540 1.9653 1.0238 0.24 0.22 -0.20
C 2.3808 1.1501 0.3842 -0.03 0.42 0.52
N 1.9430 -0.1533 -0.0832 -0.08 -0.72 0.44
S 1.5217 -1.2276 1.1451 0.00 -0.15 -0.78
O 2.4394 -1.0353 2.2273 0.30 0.04 -0.10
O 0.1118 -1.1481 1.4255 0.01 -0.20 -0.19
C 1.8569 -2.7701 0.3240 -0.11 0.48 0.38
C 3.1223 -3.3124 0.3978 -0.01 0.05 0.06
C 3.4092 -4.4944 -0.2631 0.05 -0.20 -0.11
C 2.4146 -5.1298 -1.0059 -0.14 0.20 0.07
O 2.5807 -6.2852 -1.6913 -0.28 0.17 0.02
C 3.8372 -6.9233 -1.6599 0.21 -0.11 0.00
C 1.1349 -4.5657 -1.0711 0.18 -0.11 -0.04
C 0.8590 -3.3901 -0.4076 -0.09 -0.08 -0.01
C 0.2621 2.4792 -0.0354 0.11 -0.20 0.15
H -2.5935 5.2254 -2.2657 0.09 0.06 0.00
H -3.3701 3.9087 -3.1432 0.03 -0.03 -0.10
H -4.0769 5.5317 -3.1867 -0.05 0.07 -0.09
H -4.5514 5.4150 -0.7500 -0.06 -0.14 -0.09
H -5.3575 4.0802 -1.5965 0.08 0.04 0.10
H -4.8803 2.1592 -2.3861 -0.04 0.09 -0.03
H -4.4727 -0.2127 -2.7303 -0.04 -0.03 -0.05
H -2.8946 -1.4404 -1.2776 0.01 -0.10 -0.01
H -1.7110 -0.2392 0.5261 0.03 0.02 0.06
H -1.4391 1.6808 1.8762 -0.07 0.04 0.03
H -2.5457 3.0640 1.6758 0.08 -0.05 0.08
H -1.2272 4.8563 1.7430 0.01 0.05 -0.05
H 0.1454 5.0301 0.6388 0.00 0.08 0.06
H 0.0976 3.2884 3.1502 -0.01 -0.01 0.10
H 0.9698 4.8126 2.9524 -0.04 0.01 0.08
H 2.4614 2.8109 2.6046 0.09 0.01 -0.03
H 2.3485 3.8167 1.1531 0.09 0.06 -0.04
H 0.7300 1.2920 1.7102 -0.04 0.13 0.03
H 3.1561 0.9467 1.1257 0.08 0.24 -0.10
H 2.8252 1.6854 -0.4603 0.02 -0.06 0.04
H 1.1717 -0.0835 -0.7324 -0.19 -0.14 -0.15
H 3.8693 -2.8048 0.9864 0.18 -0.01 0.05
H 4.4013 -4.9102 -0.1924 0.07 -0.05 0.00
H 4.6191 -6.2907 -2.0904 -0.03 -0.01 0.03
H 4.1163 -7.2085 -0.6413 -0.01 0.02 -0.03
H 3.7249 -7.8201 -2.2669 0.06 0.06 0.06
H 0.3808 -5.0774 -1.6472 -0.10 -0.04 -0.05
H -0.1241 -2.9479 -0.4305 -0.17 -0.02 -0.05
H -0.1554 1.6491 -0.6112 0.05 0.03 -0.09
H 0.7974 3.1400 -0.7289 0.07 -0.07 -0.04



Record 3
54
Properties=species:S:1:pos:R:3:forces:R:3 method="wB97M-V/def2-TZVPD" e_lumo_ev=0.2 spin_multiplicity=1 relative_energy_ev=1.6695 total_charge=0
C -2.9718 0.3052 -2.3358 -0.03 -0.05 -0.05
S -4.2127 1.3162 -1.5044 0.06 0.01 0.08
C -3.6572 2.9493 -2.0371 -0.10 -0.05 -0.10
C -2.2341 3.2973 -1.6097 -0.02 0.08 0.04
O -1.5343 4.0354 -2.2855 0.00 -0.05 0.00
N -1.8329 2.8053 -0.4178 0.02 0.09 0.02
C -0.4836 3.0249 0.0617 0.00 -0.02 0.00
C 0.5248 2.1523 -0.6570 -0.01 -0.03 0.01
O 0.1899 0.7974 -0.4124 0.00 0.00 -0.01
C 1.0247 -0.1038 -1.1156 0.01 0.04 0.03
C 0.5858 -1.5166 -0.8009 0.03 -0.04 0.00
N 0.7611 -1.8703 0.6034 0.08 0.02 -0.03
C -0.3878 -1.6980 1.4765 0.01 -0.01 -0.01
C 2.0023 -2.2506 0.9916 -0.13 0.02 0.02
O 2.9405 -2.3000 0.2145 0.01 -0.01 0.02
C 2.1774 -2.6023 2.4694 0.03 -0.04 -0.05
N 3.4657 -3.1956 2.7404 -0.02 -0.04 -0.01
C 4.7072 -2.8076 2.3998 0.01 0.06 0.03
N 5.5924 -3.6176 2.9332 -0.06 0.00 -0.02
C 4.8166 -4.5153 3.6024 0.05 -0.06 -0.01
C 5.3933 -5.6621 4.3774 0.06 0.16 -0.13
N 6.7467 -5.6999 4.3092 -0.06 -0.07 0.06
O 4.7099 -6.4517 4.9889 -0.02 -0.08 0.05
N 3.5251 -4.2998 3.5096 -0.01 0.05 0.06
C -3.9237 3.3115 -3.5215 0.06 0.07 0.02
C -4.6308 4.6028 -3.0614 -0.04 -0.07 0.02
O -5.8619 4.9368 -3.6524 -0.01 0.02 0.00
C -4.6457 4.0743 -1.6096 0.10 0.09 0.01
H -3.2516 -0.7360 -2.1819 0.02 0.00 0.00
H -2.9702 0.5111 -3.4059 0.00 0.00 0.00
H -1.9800 0.4782 -1.9174 0.00 0.00 0.01
H -2.4307 2.1379 0.0419 0.02 -0.05 -0.03
H -0.2166 4.0718 -0.0859 -0.02 -0.01 -0.01
H -0.4636 2.8082 1.1300 0.00 0.01 0.00
H 0.4958 2.3611 -1.7318 0.00 0.01 -0.01
H 1.5362 2.3686 -0.2904 0.00 -0.01 0.00
H 0.9507 0.0706 -2.1973 -0.02 0.00 0.00
H 2.0706 0.0350 -0.8209 0.01 0.00 -0.01
H -0.4713 -1.6363 -1.0443 0.00 0.00 0.01
H 1.1679 -2.2086 -1.4087 -0.02 0.01 0.00
H -0.1489 -1.9666 2.4999 -0.01 0.01 0.01
H -0.7187 -0.6595 1.4562 0.01 -0.01 0.00
H -1.2098 -2.3349 1.1429 0.00 0.00 0.01
H 2.0360 -1.7053 3.0772 0.03 0.01 -0.01
H 1.4458 -3.3405 2.7907 0.00 0.00 0.00
H 4.8999 -1.9629 1.7620 0.02 0.00 0.01
H 7.2470 -5.0078 3.7794 -0.01 0.01 -0.01
H 7.2288 -6.4333 4.7969 0.02 0.01 -0.01
H -3.0391 3.4431 -4.1383 0.00 -0.01 -0.03
H -4.6159 2.6092 -3.9880 -0.02 0.00 0.04
H -3.9948 5.4780 -3.1715 0.02 -0.02 0.01
H -6.4461 4.1727 -3.5994 0.00 0.01 -0.01
H -5.6211 3.6799 -1.3198 -0.01 -0.03 -0.05
H -4.2874 4.7486 -0.8330 -0.04 -0.01 0.02



Record 4
17
Properties=species:S:1:pos:R:3:forces:R:3 method="wB97M-V/def2-TZVPD" e_lumo_ev=1.1 spin_multiplicity=1 relative_energy_ev=4.0679 total_charge=0
C -0.8574 -2.9132 -2.0577 1.17 -0.16 1.48
C -0.1728 -2.1123 -1.2074 -0.97 -0.37 0.83
O -0.8190 -1.6382 -0.0443 0.85 0.13 -0.25
C -0.4452 -0.4375 0.5658 -1.24 1.50 -1.44
C -0.1864 0.7167 -0.1398 -0.44 -4.75 0.52
C -0.0139 1.9461 0.5755 -1.59 -0.39 -0.31
C 1.2608 2.3704 0.9940 0.62 -0.35 2.22
N 0.2050 1.9271 2.0216 -0.13 2.36 -1.35
H -0.1727 -3.4640 -2.7602 -1.39 0.56 0.45
H -1.9002 -3.2348 -1.7386 1.45 0.53 -1.01
H 0.9203 -1.9476 -1.1883 -0.74 0.17 -0.39
H -0.7975 -0.3727 1.6245 0.75 -0.52 -0.95
H -0.2236 0.5823 -1.2285 0.30 0.63 0.33
H -0.7472 2.6025 0.2032 -0.72 1.50 0.10
H 1.9400 1.5467 0.9318 1.22 0.42 -0.39
H 1.5219 3.3918 1.1415 0.52 0.43 -0.33
H 0.4876 1.0366 2.3068 0.34 -1.68 0.50



Across the entries above, E takes the values -1290.79044; -1664.94882; -1728.23892; -363.87475 a.u., respectively.